Entry 1:
{"formula": "C17H25N3O3S3", "method": "the ωB97M-V functional and the def2-TZVPD basis", "lumo_ev": -0.45, "smiles": "CCCCN1C(=S)SC(C)(C)[C@H]1/[N+]([O-])=C/c1ccc(S(=O)(=O)NC)cc1", "gap_ev": 8.31, "species": ["C", "H", "C", "C", "H", "C", "N", "C", "S", "S", "C", "C", "H", "H", "H", "C", "H", "H", "H", "C", "N", "C", "C", "C", "C", "C", "C", "C", "H", "H", "S", "O", "O", "N", "H", "C", "H", "H", "H", "H", "H", "H", "O", "H", "H", "H", "H", "H", "H", "H", "H"], "xyz": [[1.114, 5.814, -0.276], [0.994, 6.118, -1.314], [2.172, 4.725, -0.155], [1.896, 3.519, -1.055], [1.686, 3.866, -2.068], [0.705, 2.674, -0.597], [0.929, 2.073, 0.702], [0.245, 2.446, 1.809], [-0.941, 3.563, 1.876], [0.780, 1.533, 3.215], [2.181, 0.753, 2.282], [3.444, 1.565, 2.555], [3.648, 1.584, 3.622], [3.328, 2.590, 2.209], [4.294, 1.115, 2.046], [2.355, -0.696, 2.708], [1.408, -1.231, 2.698], [3.046, -1.200, 2.034], [2.757, -0.734, 3.717], [1.768, 0.924, 0.807], [1.112, -0.304, 0.255], [-0.152, -0.508, 0.492], [-0.935, -1.641, 0.074], [-0.400, -2.720, -0.642], [-1.210, -3.780, -1.004], [-2.547, -3.768, -0.657], [-3.099, -2.716, 0.051], [-2.297, -1.657, 0.418], [-2.712, -0.830, 0.975], [-4.145, -2.756, 0.309], [-3.614, -5.107, -1.158], [-2.817, -6.189, -1.665], [-4.572, -5.379, -0.129], [-4.460, -4.355, -2.406], [-5.372, -4.782, -2.488], [-3.736, -4.311, -3.658], [-2.854, -3.689, -3.508], [-4.363, -3.859, -4.425], [-3.412, -5.304, -3.981], [-0.821, -4.627, -1.546], [0.646, -2.714, -0.905], [-0.665, 0.251, 1.062], [1.893, -1.050, -0.385], [2.665, 1.035, 0.185], [-0.190, 3.293, -0.517], [0.517, 1.876, -1.322], [2.788, 2.890, -1.102], [3.144, 5.140, -0.429], [2.234, 4.400, 0.886], [0.154, 5.472, 0.101], [1.408, 6.685, 0.305]], "mulliken_charge": [-1.300, 0.310, -0.051, -0.741, 0.486, -1.156, 0.481, 0.532, -0.298, -0.218, 1.889, -1.431, 0.414, 0.273, 0.389, -1.657, 0.344, 0.386, 0.464, -2.080, 1.025, -0.363, 0.823, -0.565, -0.513, 0.022, -0.859, -0.770, 0.466, 0.419, 1.376, -0.661, -0.708, -0.335, 0.304, -0.793, 0.273, 0.342, 0.319, 0.509, 0.576, 0.312, -0.789, 0.207, 0.744, 0.213, 0.296, 0.405, 0.035, 0.260, 0.390]}

---

Entry 2:
{"formula": "C17H25NO2", "method": "the ωB97M-V functional and the def2-TZVPD basis", "lumo_ev": 0.77, "gap_ev": 8.88, "species": ["C", "C", "H", "H", "C", "C", "O", "N", "H", "C", "C", "C", "C", "H", "C", "H", "H", "C", "H", "C", "H", "H", "H", "H", "H", "H", "H", "H", "H", "H", "O", "C", "C", "C", "C", "C", "C", "H", "H", "H", "H", "H", "H", "H", "H"], "xyz": [[1.341, 4.072, 2.640], [0.295, 3.264, 1.668], [0.506, 3.546, 0.537], [-0.714, 3.565, 1.915], [0.419, 1.985, 1.883], [-0.540, 1.093, 1.353], [-1.571, 1.537, 1.294], [-0.304, -0.143, 0.916], [0.686, -0.437, 1.088], [-1.209, -1.183, 0.406], [-0.459, -1.648, -1.131], [-1.658, -1.799, -2.119], [-2.643, -3.106, -1.644], [-3.227, -3.331, -2.535], [-3.165, -3.234, -0.392], [-3.548, -2.433, -0.005], [-3.844, -4.174, -0.190], [-1.984, -3.580, 0.834], [-1.299, -4.267, 0.184], [-1.316, -2.371, 1.386], [-2.128, -1.841, 2.097], [-0.273, -2.608, 1.861], [-2.395, -4.212, 1.485], [-1.640, -4.123, -1.849], [-1.331, -1.877, -3.260], [-2.446, -1.134, -2.029], [-0.062, -0.781, -1.217], [0.066, -2.562, -1.007], [-1.974, -0.597, 0.301], [0.672, 1.565, 2.952], [1.877, 1.417, 1.195], [2.066, 1.593, -0.065], [3.473, 1.171, -0.395], [3.796, 1.278, -1.592], [2.927, 1.522, -2.632], [1.709, 1.640, -2.510], [1.092, 1.831, -1.126], [0.358, 1.802, -0.677], [0.935, 1.948, -3.152], [3.430, 1.479, -3.777], [4.898, 0.869, -1.801], [4.436, 0.961, 0.499], [1.248, 5.298, 2.512], [2.343, 3.970, 2.535], [1.156, 4.034, 3.563]], "mulliken_charge": [-1.584, -0.027, 0.265, 0.498, 0.015, 0.143, -0.557, -0.239, 0.320, -0.985, -0.611, -0.707, -0.670, 0.372, -0.688, 0.525, 0.269, -1.074, 0.296, -0.315, 0.197, 0.219, 0.686, 0.143, 0.303, 0.407, 0.354, 0.410, 0.952, 0.263, -0.574, 1.150, -0.618, 0.175, -0.080, -1.174, -1.987, 1.766, 0.450, 0.106, 0.165, 0.118, 0.286, 0.432, 0.605]}

---

Entry 3:
{"formula": "C17H26AuOP2", "method": "the ωB97M-V functional and the def2-TZVPD basis", "lumo_ev": [-2.59, -5.30], "s2": 2.011, "gap_ev": [7.24, 6.93], "multiplicity": 3, "charge": 1, "species": ["Au", "H", "H", "P", "C", "H", "H", "H", "C", "H", "H", "H", "C", "H", "H", "H", "C", "O", "H", "H", "C", "P", "C", "C", "C", "C", "C", "C", "C", "C", "C", "C", "C", "C", "H", "H", "H", "H", "H", "H", "H", "H", "H", "H", "H", "H", "H"], "xyz": [[0.065, 0.547, -1.199], [1.800, -2.601, -0.512], [2.078, -2.591, -1.202], [0.513, 0.116, -3.577], [-1.009, -0.370, -4.455], [-0.903, -0.291, -5.549], [-1.248, -1.410, -4.193], [-1.835, 0.273, -4.127], [0.953, 1.752, -4.260], [1.914, 2.042, -3.814], [1.027, 1.804, -5.355], [0.192, 2.462, -3.917], [1.775, -1.014, -4.275], [1.512, -2.056, -4.028], [1.854, -0.919, -5.375], [2.757, -0.796, -3.827], [-1.825, -0.893, -1.268], [-2.825, -1.373, -1.019], [1.644, 1.004, -1.297], [-0.215, 2.209, -1.615], [1.852, 0.718, 1.837], [0.177, 0.187, 1.211], [0.011, -1.452, 2.019], [0.262, -1.618, 3.397], [0.372, -2.892, 3.966], [0.231, -4.044, 3.193], [-0.040, -3.893, 1.833], [-0.193, -2.622, 1.261], [-0.945, 1.446, 1.886], [-1.759, 2.191, 1.023], [-2.332, 3.396, 1.414], [-2.225, 3.842, 2.729], [-1.485, 3.064, 3.625], [-0.849, 1.882, 3.222], [2.665, 0.015, 1.578], [1.837, 0.798, 2.938], [2.155, 1.701, 1.441], [0.439, -0.747, 4.027], [0.630, -3.001, 5.017], [0.350, -5.041, 3.627], [-0.079, -4.777, 1.199], [-0.385, -2.542, 0.189], [-1.824, 1.917, -0.034], [-2.826, 4.015, 0.673], [-2.686, 4.788, 3.026], [-1.356, 3.430, 4.643], [-0.220, 1.344, 3.928]], "mulliken_charge": [0.408, 0.087, -0.095, 0.832, -1.212, 0.409, 0.350, 0.329, -1.224, 0.369, 0.406, 0.360, -1.174, 0.353, 0.396, 0.353, 0.074, -0.183, -0.190, -0.060, -1.233, 0.497, 0.756, -0.245, -0.774, -0.437, -0.660, -0.288, 1.000, -0.197, -0.851, -0.461, -0.735, -0.281, 0.365, 0.425, 0.399, 0.112, 0.396, 0.389, 0.373, 0.406, 0.188, 0.381, 0.388, 0.377, 0.128]}

---

Repeat the second record exactly.
{"formula": "C17H25NO2", "method": "the ωB97M-V functional and the def2-TZVPD basis", "lumo_ev": 0.77, "gap_ev": 8.88, "species": ["C", "C", "H", "H", "C", "C", "O", "N", "H", "C", "C", "C", "C", "H", "C", "H", "H", "C", "H", "C", "H", "H", "H", "H", "H", "H", "H", "H", "H", "H", "O", "C", "C", "C", "C", "C", "C", "H", "H", "H", "H", "H", "H", "H", "H"], "xyz": [[1.341, 4.072, 2.640], [0.295, 3.264, 1.668], [0.506, 3.546, 0.537], [-0.714, 3.565, 1.915], [0.419, 1.985, 1.883], [-0.540, 1.093, 1.353], [-1.571, 1.537, 1.294], [-0.304, -0.143, 0.916], [0.686, -0.437, 1.088], [-1.209, -1.183, 0.406], [-0.459, -1.648, -1.131], [-1.658, -1.799, -2.119], [-2.643, -3.106, -1.644], [-3.227, -3.331, -2.535], [-3.165, -3.234, -0.392], [-3.548, -2.433, -0.005], [-3.844, -4.174, -0.190], [-1.984, -3.580, 0.834], [-1.299, -4.267, 0.184], [-1.316, -2.371, 1.386], [-2.128, -1.841, 2.097], [-0.273, -2.608, 1.861], [-2.395, -4.212, 1.485], [-1.640, -4.123, -1.849], [-1.331, -1.877, -3.260], [-2.446, -1.134, -2.029], [-0.062, -0.781, -1.217], [0.066, -2.562, -1.007], [-1.974, -0.597, 0.301], [0.672, 1.565, 2.952], [1.877, 1.417, 1.195], [2.066, 1.593, -0.065], [3.473, 1.171, -0.395], [3.796, 1.278, -1.592], [2.927, 1.522, -2.632], [1.709, 1.640, -2.510], [1.092, 1.831, -1.126], [0.358, 1.802, -0.677], [0.935, 1.948, -3.152], [3.430, 1.479, -3.777], [4.898, 0.869, -1.801], [4.436, 0.961, 0.499], [1.248, 5.298, 2.512], [2.343, 3.970, 2.535], [1.156, 4.034, 3.563]], "mulliken_charge": [-1.584, -0.027, 0.265, 0.498, 0.015, 0.143, -0.557, -0.239, 0.320, -0.985, -0.611, -0.707, -0.670, 0.372, -0.688, 0.525, 0.269, -1.074, 0.296, -0.315, 0.197, 0.219, 0.686, 0.143, 0.303, 0.407, 0.354, 0.410, 0.952, 0.263, -0.574, 1.150, -0.618, 0.175, -0.080, -1.174, -1.987, 1.766, 0.450, 0.106, 0.165, 0.118, 0.286, 0.432, 0.605]}